234
Properties=species:S:1:pos:R:3:forces:R:3 method="wB97M-V/def2-TZVPD" total_charge=0 total_energy_ha=-3818.8088 e_lumo_ev=0.29 homo_lumo_gap_ev=8.596 largest_force_ha_per_bohr=0.051 homo_energy_ev=-8.31
C 18.8408 13.1865 19.5035 -0.02 -0.18 0.14
C 17.7942 12.2404 20.0847 1.53 -0.61 1.32
C 16.5384 12.0836 19.2779 0.60 -0.50 -0.45
O 18.4834 10.9225 20.2262 -0.81 1.16 -0.41
H 19.6901 13.3343 20.1607 0.01 -0.19 0.51
H 18.4480 14.1900 19.3340 -0.18 -0.20 -0.36
H 19.2866 12.7364 18.6209 -0.28 0.14 -0.48
H 17.5997 12.5499 21.1156 -0.30 0.17 -0.04
H 16.0022 11.1946 19.6400 -0.24 0.46 -0.09
H 16.9301 11.8432 18.2868 -0.54 0.03 -0.32
H 15.9140 12.9818 19.2379 0.09 -0.25 0.10
H 17.8091 10.3168 20.5557 0.16 -0.03 0.00
C 14.6166 9.2970 15.2253 1.01 1.29 0.59
C 13.6685 8.9897 14.1453 -0.63 -0.15 -1.02
C 12.2085 9.0278 14.5471 -0.36 -0.22 -0.30
O 13.8416 9.9795 13.0690 -0.35 -0.69 0.82
H 14.3737 10.2818 15.6329 -0.05 -0.04 0.26
H 15.5897 9.4396 14.7435 0.24 -0.32 0.42
H 14.6760 8.5706 16.0370 -0.05 -0.06 -0.22
H 13.9260 7.9918 13.7719 -0.26 0.07 -0.34
H 11.9546 8.2751 15.2951 0.33 0.00 0.12
H 11.5914 8.7785 13.6847 -0.05 0.14 -0.10
H 11.8856 9.9982 14.9316 0.24 0.04 -0.07
H 14.7644 10.0138 12.8059 0.25 -0.10 0.08
C 19.4702 19.6202 17.7332 -0.09 -0.22 -1.10
C 19.9800 20.8164 16.9309 0.49 -0.29 -0.15
C 19.3603 20.9345 15.5480 -0.53 0.51 0.28
O 19.7121 21.9784 17.6787 -0.39 0.51 0.86
H 19.8488 19.5529 18.7492 0.22 0.20 -0.02
H 19.8057 18.7596 17.1437 -0.03 -0.23 0.37
H 18.3740 19.5650 17.7564 0.15 0.28 0.02
H 21.0656 20.7147 16.7863 -0.01 -0.12 0.23
H 18.2992 21.1442 15.7149 -0.09 -0.01 -0.25
H 19.4349 20.0506 14.9218 0.26 -0.13 0.02
H 19.7963 21.8024 15.0290 -0.09 -0.33 0.01
H 19.9887 22.7924 17.2495 0.14 -0.21 -0.31
C 21.6277 15.7754 17.6526 0.68 1.20 -1.46
C 22.5463 16.6366 16.6740 -1.60 1.07 1.76
C 23.6108 15.8619 16.0261 -0.34 -1.10 -1.71
O 21.6607 17.3214 15.7128 0.84 -1.02 0.55
H 20.9592 16.4822 18.1349 -0.15 -0.14 0.26
H 22.1547 15.1571 18.3805 0.11 0.17 -0.11
H 21.0290 15.1409 16.9848 0.05 -0.09 0.29
H 23.0339 17.5029 17.1448 -0.47 -0.29 0.50
H 24.1350 16.5277 15.3516 0.46 -0.10 -0.12
H 23.0701 15.1296 15.4137 0.30 -0.21 -0.32
H 24.2788 15.2630 16.6391 0.03 0.42 0.41
H 21.2573 16.6236 15.1786 -0.03 0.12 -0.06
C 17.6590 16.5656 20.3697 -0.24 0.90 -0.51
C 17.3833 18.0690 20.5630 1.37 -1.06 1.10
C 16.2290 18.5979 19.8311 -1.66 0.01 -0.10
O 17.1974 18.3169 21.9877 0.24 -0.04 -0.56
H 17.9373 16.5219 19.3193 0.26 -0.47 -0.18
H 16.7643 15.9453 20.4740 0.07 0.11 0.32
H 18.4856 16.2135 20.9950 -0.25 0.07 -0.10
H 18.2437 18.5884 20.1282 0.36 0.11 0.71
H 16.0839 19.6065 20.2202 -0.24 0.12 -0.41
H 15.3398 18.0025 20.0860 0.02 0.24 -0.12
H 16.3389 18.5898 18.7435 0.10 0.07 0.11
H 17.7574 19.0388 22.2907 -0.03 -0.05 -0.23
C 11.5763 12.4444 12.6068 0.07 -1.25 -0.56
C 11.2111 11.2730 11.6192 0.29 1.01 -0.27
C 10.2402 11.6692 10.5241 0.02 0.17 0.10
O 12.4041 10.8558 10.9197 -0.57 0.24 0.89
H 12.0954 13.2281 12.0473 -0.09 0.00 0.04
H 12.2737 11.9940 13.3138 0.16 0.29 0.15
H 10.7476 12.8617 13.1830 -0.17 -0.10 -0.25
H 10.8108 10.4050 12.1714 0.02 0.34 0.00
H 9.2620 11.9576 10.9149 0.00 -0.19 0.00
H 10.1676 10.8203 9.8500 -0.32 -0.03 -0.13
H 10.6167 12.5152 9.9379 0.14 -0.07 0.17
H 12.9491 10.5239 11.6537 0.28 -0.17 -0.38
C 18.2758 19.3081 11.9832 -0.22 0.51 -0.13
C 17.8632 19.8536 10.5910 1.32 0.65 0.58
C 16.5047 20.5308 10.6932 -0.07 -0.38 -0.12
C 16.5391 21.9509 11.2718 -0.02 0.60 -0.01
C 17.5614 22.8059 10.4890 -0.07 -0.34 -0.09
C 18.9828 22.2048 10.4569 -0.76 0.51 0.11
N 18.8148 20.8396 9.9910 0.76 -1.24 -0.22
O 20.1462 20.2027 9.9074 -1.15 0.49 0.10
C 19.7652 22.9735 9.4107 -0.41 0.33 -0.67
C 19.6581 22.4024 11.8083 -0.03 -0.72 -0.35
C 17.7281 18.7072 9.6154 -0.32 0.42 -0.46
H 17.9444 19.9985 12.7584 0.12 0.09 0.16
H 19.3518 19.1708 12.0799 0.02 -0.12 -0.10
H 17.7453 18.3741 12.1819 0.15 -0.09 -0.10
H 16.0648 20.4851 9.6901 0.02 0.65 0.00
H 15.9198 19.7764 11.2222 -0.41 0.44 0.54
H 16.7706 22.0247 12.3408 0.12 -0.54 -0.04
H 15.5499 22.4315 11.2087 0.20 -0.24 -0.19
H 17.7013 23.8235 10.8743 -0.47 -0.15 0.07
H 17.1966 22.8769 9.4605 0.08 0.11 -0.04
H 19.7874 24.0278 9.7115 0.12 -0.13 -0.21
H 20.7741 22.6265 9.2166 0.20 -0.12 0.41
H 19.2311 22.8787 8.4589 0.04 0.21 0.03
H 19.7789 23.4569 12.0599 -0.04 -0.05 -0.09
H 19.0476 21.9076 12.5550 0.25 -0.03 0.45
H 20.6321 21.9303 11.6986 0.16 -0.03 0.54
H 16.9583 18.0507 10.0182 0.07 -0.34 -0.17
H 18.6557 18.1790 9.3903 -0.09 -0.02 0.27
H 17.3564 19.1675 8.6932 0.05 -0.39 -0.14
H 20.2088 20.1240 8.9514 0.30 -0.15 -0.05
C 15.4310 14.0692 9.7537 -0.43 0.19 -1.37
C 14.4635 15.1658 9.2085 0.63 0.54 0.88
C 13.3186 14.4529 8.5135 -0.05 -0.43 1.24
C 12.0550 15.2743 8.4347 -0.41 -0.03 -1.81
C 11.6323 15.8674 9.7273 0.24 0.30 1.28
C 12.7188 16.7314 10.3862 0.90 -0.74 0.88
N 13.9477 15.8745 10.4111 0.58 0.41 0.75
O 15.0835 16.6215 11.0234 -1.16 -0.24 -1.06
C 12.8515 18.0990 9.7291 -0.21 -0.31 -0.20
C 12.2922 16.9359 11.8520 -0.67 -0.14 -0.10
C 15.2296 16.0598 8.2186 0.83 -0.11 0.14
H 15.0256 13.4036 10.5158 -0.26 0.53 0.32
H 16.3793 14.5116 10.0279 0.24 -0.07 0.23
H 15.5599 13.4032 8.8984 0.54 -0.08 -0.09
H 13.6855 14.0655 7.5519 -0.34 0.15 0.22
H 13.1049 13.6062 9.1817 -0.13 -0.20 -0.37
H 11.2544 14.5936 8.1120 0.07 0.33 -0.30
H 12.1782 16.0648 7.6789 -0.18 -0.20 -0.02
H 11.4112 15.0316 10.4050 -0.07 0.20 0.11
H 10.7400 16.5083 9.6776 0.07 -0.34 -0.30
H 12.0052 18.6917 10.0753 -0.05 0.19 -0.18
H 13.7601 18.5969 10.0604 0.13 -0.01 -0.19
H 12.7898 18.0068 8.6382 0.25 0.26 0.19
H 12.9045 17.6095 12.4447 0.38 0.08 -0.15
H 11.2947 17.3884 11.8090 0.00 0.01 0.16
H 12.1823 15.9885 12.4004 0.21 0.14 -0.32
H 15.7097 15.4121 7.4819 -0.21 -0.04 -0.23
H 16.0729 16.5643 8.6922 -0.15 0.01 0.28
H 14.6771 16.8388 7.6946 -0.41 -0.21 0.08
H 15.2505 16.1902 11.8700 -0.31 -0.17 -0.19
C 13.2073 20.0006 14.4484 -0.77 0.86 -0.23
C 13.2187 21.3287 15.2682 -0.65 -1.62 1.53
C 11.8072 21.9189 15.4349 0.00 -0.44 -1.32
C 10.8896 21.1284 16.3578 0.02 0.00 0.25
C 11.4926 21.1875 17.7249 1.39 -0.13 1.65
C 12.9416 20.6923 17.8370 1.19 -0.60 -0.89
N 13.7098 21.1561 16.6359 0.39 -0.02 0.90
O 15.0232 20.5592 16.6196 -0.40 0.62 0.23
C 13.6126 21.3680 19.0358 -0.16 0.51 0.04
C 12.9530 19.1487 18.0520 -1.07 0.64 -0.48
C 14.0611 22.3525 14.6177 0.16 0.49 -1.63
H 12.5211 20.1217 13.6015 0.22 0.16 -0.17
H 12.7228 19.2290 15.0292 0.34 -0.52 0.31
H 14.1800 19.7102 14.0424 -0.06 -0.06 0.42
H 11.9619 22.9702 15.6998 -0.47 -0.17 0.38
H 11.4195 21.9003 14.4132 -0.30 0.27 0.01
H 10.7860 20.0795 16.0330 0.03 0.35 -0.09
H 9.8827 21.5523 16.4332 0.10 -0.02 -0.38
H 11.0735 20.5622 18.5125 -1.05 0.17 -0.20
H 11.5319 22.2065 18.1272 -0.44 0.06 -0.32
H 14.6551 21.1104 19.1862 0.13 -0.37 -0.20
H 13.5919 22.4419 18.8485 -0.04 0.12 0.13
H 13.1037 21.1729 19.9823 -0.16 -0.11 -0.10
H 12.4499 18.9197 18.9922 0.39 0.09 0.34
H 12.2448 18.7130 17.3358 0.52 -0.27 -0.32
H 13.9441 18.7040 18.0310 -0.06 0.10 -0.02
H 15.0933 22.0352 14.4909 0.10 0.04 0.14
H 13.9854 23.3156 15.1099 0.21 0.09 0.23
H 13.6368 22.4735 13.6106 0.28 0.19 -0.04
H 15.5440 21.3137 16.9373 0.19 -0.49 -0.14
C 13.1241 15.3102 15.1960 -0.37 -0.34 -0.29
C 14.6051 14.9502 15.2259 0.03 0.20 -0.24
C 15.0140 14.4862 13.8095 -0.68 0.92 0.08
C 16.4789 14.6529 13.5387 1.09 -1.01 -0.43
C 16.9306 16.0454 13.8407 -0.06 1.46 0.53
C 16.7283 16.4361 15.3164 0.13 -0.15 0.71
N 15.3254 16.1928 15.5721 -1.25 0.43 0.41
O 14.8974 16.6263 16.8979 0.65 -0.49 -0.77
C 17.7489 15.6854 16.1914 -0.11 -0.75 -0.08
C 16.9734 17.9387 15.4661 -0.49 -0.28 -0.93
C 14.8401 13.7940 16.1844 0.09 -0.02 0.06
H 12.9703 16.2176 14.6038 0.04 0.08 0.32
H 12.6701 15.3767 16.1881 0.21 0.26 -0.05
H 12.5789 14.5224 14.6708 -0.02 -0.17 -0.02
H 14.6105 13.4808 13.6539 0.30 -0.01 0.00
H 14.5047 15.1200 13.0682 -0.30 -0.13 0.22
H 16.6846 14.3929 12.4938 0.01 0.07 0.00
H 17.1030 13.9661 14.1156 -0.16 -0.20 0.10
H 16.3677 16.7833 13.2447 0.04 -0.16 0.15
H 17.9772 16.2861 13.6675 0.22 -0.52 -0.45
H 17.6547 14.6054 16.0692 -0.01 -0.10 -0.07
H 18.7610 15.9402 15.8673 0.00 0.15 0.15
H 17.6577 15.8431 17.2670 -0.14 0.43 -0.11
H 18.0133 18.1323 15.2219 0.26 0.23 0.34
H 16.3883 18.3692 14.6496 -0.11 0.52 0.25
H 16.6463 18.3662 16.4211 0.32 -0.22 -0.24
H 14.8419 14.1820 17.2028 0.03 -0.22 0.09
H 15.7990 13.3250 15.9421 -0.11 -0.12 0.31
H 14.0345 13.0546 16.0653 0.27 0.11 0.10
H 14.3648 17.4116 16.7131 0.10 -0.12 -0.10
C 21.1707 16.5881 10.0508 0.51 -0.16 0.37
C 20.6387 15.4180 10.8295 -0.07 -1.72 -0.20
C 19.2333 15.0295 10.3153 0.53 -0.02 -0.86
C 19.3087 14.3424 8.9027 0.03 -0.10 0.64
C 20.2000 13.1232 8.9945 0.38 -1.30 0.88
C 21.6078 13.3407 9.5596 0.31 0.69 -0.60
N 21.4496 14.1666 10.7586 0.74 0.17 1.44
O 22.7716 14.4635 11.3168 -0.16 0.34 -0.93
C 22.2022 11.9905 10.0155 -0.93 0.81 -0.38
C 22.4962 13.9077 8.4509 0.84 0.69 0.01
C 20.4574 15.7234 12.2994 -0.39 0.13 0.29
H 20.5850 17.4634 10.3218 -0.02 0.22 -0.37
H 21.1419 16.3476 8.9886 0.04 0.45 0.00
H 22.1928 16.7548 10.3841 0.19 0.17 -0.26
H 18.7796 14.3911 11.0895 -0.03 -0.19 -0.59
H 18.6657 15.9612 10.3126 -0.25 -0.04 -0.25
H 19.7096 14.9572 8.0840 -0.22 0.41 0.50
H 18.3286 13.9991 8.5641 -0.10 0.21 0.14
H 20.3259 12.5909 8.0395 -0.21 0.24 0.15
H 19.8110 12.3928 9.7172 -0.66 0.05 -0.27
H 23.2892 12.0519 10.0896 -0.17 -0.24 0.01
H 21.7255 11.7775 10.9771 0.28 -0.35 -0.11
H 21.8468 11.2945 9.2493 0.53 -0.39 0.28
H 23.3852 14.3630 8.8912 -0.04 0.18 0.08
H 22.9084 13.1415 7.7937 -0.35 -0.30 -0.01
H 22.0239 14.6601 7.8082 -0.09 -0.13 0.22
H 19.7620 16.5576 12.3029 -0.11 0.30 0.46
H 21.3442 15.9886 12.8851 0.04 -0.01 -0.43
H 19.9572 14.8637 12.7636 0.17 0.16 0.10
H 22.9291 13.9878 12.1432 -0.78 -0.24 -0.23
C 19.1607 11.8617 12.9858 -0.64 -0.10 -1.46
O 18.6102 10.5655 13.2361 0.50 0.38 0.67
H 20.2297 11.8653 12.7969 0.24 -0.21 0.16
H 18.6884 12.1192 12.0344 0.17 0.37 0.01
H 18.9177 12.6681 13.6762 -0.16 -0.33 0.55
H 19.2017 10.1177 13.8484 -0.15 -0.11 0.07
C 9.9537 16.6016 14.7460 -0.32 0.75 0.23
O 8.5690 16.5069 15.1000 0.34 -0.33 -0.18
H 10.1673 17.6044 14.3419 0.09 -0.24 0.04
H 10.4996 16.4813 15.6747 0.09 0.05 0.13
H 10.3443 15.8588 14.0520 -0.40 -0.24 -0.15
H 8.0158 16.4730 14.3139 0.19 0.03 -0.06